Computed, not measured: a molecular structure, C24H33BLiN6Se in a non-equilibrium geometry, with wB97M-V/def2-TZVPD.

Computed properties:
Total charge: -1
Energy, Eh: -3696.83139
Gap between HOMO and LUMO, eV: 4.9
F_max, eV/A: 2.71

Each line ends with the Löwdin charge.
Cartesian coordinates (Å):
1 Li -0.38950 -0.74493 -1.17498  0.5908
2 C 1.42077 -2.10413 -4.20648  -0.0755
3 C -0.07026 -2.30697 -4.45938  -0.3774
4 C -0.19354 -2.84672 -5.89917  -0.1125
5 C -0.89037 -1.02735 -4.26897  -0.3073
6 C -1.60475 -0.23045 -5.20261  -0.0114
7 C -2.19446 0.72748 -4.36403  -0.0852
8 N -1.75164 0.57472 -3.10636  -0.0113
9 N -0.89211 -0.53866 -3.05110  0.0451
10 B -1.91964 1.56393 -1.92773  -0.5830
11 N -2.56878 0.78708 -0.77754  -0.0429
12 C -3.84518 1.06581 -0.34593  -0.0607
13 C -4.05683 0.24140 0.73099  -0.0349
14 C -2.88869 -0.56616 0.90353  -0.2832
15 N -2.00489 -0.25578 -0.06080  0.0608
16 C -2.60288 -1.61343 1.89896  -0.3827
17 C -1.09010 -1.89966 2.04708  -0.0886
18 C -3.38734 -1.28494 3.20025  -0.0561
19 N -0.58153 2.11649 -1.50878  -0.0190
20 C -0.08583 3.36190 -1.66384  -0.0654
21 C 1.24903 3.29768 -1.22368  -0.0209
22 C 1.51343 1.94007 -0.80859  -0.2767
23 N 0.45161 1.20842 -1.13893  0.0779
24 C 2.66559 1.38250 -0.05642  -0.3768
25 C 3.24625 0.11273 -0.71579  -0.0941
26 C 3.78361 2.44887 0.19985  -0.0865
27 H 1.85949 -3.10357 -4.37317  0.0741
28 H 1.61991 -1.85887 -3.14666  0.0692
29 H 1.82497 -1.44523 -5.01217  0.0984
30 H -0.47788 -3.08375 -3.80312  0.1327
31 H 0.29400 -2.16066 -6.65913  0.0918
32 H -1.19940 -3.00188 -6.34071  0.0728
33 H 0.25689 -3.86756 -5.98224  0.0783
34 H -1.66263 -0.38683 -6.29845  0.1006
35 H -2.94628 1.45958 -4.63404  0.1160
36 H -2.66382 2.47915 -2.29185  0.1223
37 H -4.40882 1.87847 -0.82228  0.1163
38 H -4.87362 0.28008 1.43099  0.0873
39 H -3.07675 -2.44323 1.40639  0.1192
40 H -0.67472 -0.91642 2.28439  -0.0274
41 H -0.68073 -2.30439 1.06329  0.0711
42 H -0.80152 -2.63510 2.85466  0.0886
43 H -3.28133 -0.22236 3.45539  0.0822
44 H -3.09264 -1.88542 4.06043  0.0720
45 H -4.41477 -1.48542 2.85998  0.0693
46 H -0.62945 4.24869 -1.99341  0.1181
47 H 1.99001 4.09533 -1.26762  0.0868
48 H 2.44172 1.04204 0.97579  0.1012
49 H 3.55914 0.25593 -1.82539  0.1007
50 H 2.46807 -0.70081 -0.73660  0.0593
51 H 4.14510 -0.30771 -0.21768  0.0707
52 H 4.25199 2.87250 -0.69303  0.0644
53 H 4.64809 1.93192 0.70960  0.0812
54 H 3.35982 3.23630 0.87485  0.0896
55 Se 0.29666 1.38866 3.32641  0.4391
56 C 1.23337 0.76312 4.80011  -0.7759
57 C 1.28123 1.53806 6.00574  -0.1752
58 C 1.78946 0.96858 7.14802  -0.1506
59 C 2.25571 -0.34831 7.15274  -0.1520
60 C 2.23188 -1.10625 5.97280  -0.1551
61 C 1.85456 -0.53156 4.78163  -0.1740
62 H 0.86989 2.54459 6.01263  0.0765
63 H 1.93425 1.56947 8.01958  0.0771
64 H 2.59692 -0.89348 8.06844  0.0879
65 H 2.62594 -2.14224 5.94354  0.0932
66 H 1.88329 -1.13135 3.87059  0.0798

Force components x, y, z for each atom (eV/Å):
0.1 0.6 0.5
0.0 -0.9 -0.1
-0.8 0.4 -1.4
0.0 -0.3 -1.4
1.2 -0.8 -0.7
-0.2 -0.5 0.6
0.5 -0.4 -0.7
0.8 -0.9 -1.0
-2.0 1.6 0.0
-0.6 -0.2 -0.1
-1.4 -0.2 0.4
1.9 -0.4 0.0
0.0 -0.5 0.9
0.2 2.0 -1.9
-1.1 1.2 -0.2
0.4 -0.6 0.7
-0.1 -0.4 -0.4
0.1 0.0 -1.1
1.9 -0.9 -0.7
2.0 -0.7 1.1
0.1 0.0 0.0
-1.8 1.3 -1.1
-1.7 1.1 0.9
2.3 -0.4 0.3
0.1 -0.7 -1.9
0.2 -0.7 0.8
0.2 0.4 0.1
0.2 0.5 -0.8
-0.1 -0.1 1.2
0.1 0.2 0.2
-0.2 -0.7 1.0
0.1 0.3 0.8
0.1 0.9 0.1
-0.2 0.2 1.1
0.4 0.2 0.3
0.3 -0.5 0.2
0.3 -0.6 0.5
-0.2 -0.1 -0.2
-0.3 -1.1 0.3
0.7 -0.3 0.0
-0.4 0.6 1.2
-0.6 0.8 -0.8
0.0 -0.3 0.0
-0.1 -0.1 -0.2
0.0 0.2 0.9
-0.1 -0.7 0.1
-0.4 -0.2 0.3
-0.9 0.4 -0.5
-0.6 0.0 1.7
0.7 0.7 0.1
-0.6 0.4 0.0
-0.5 0.2 -0.1
-1.0 0.5 -0.1
0.6 -0.5 -0.7
-0.2 0.5 -0.8
0.5 -0.3 0.6
-0.1 -1.0 -1.1
0.8 -0.6 0.0
0.0 -1.3 0.6
1.0 -0.1 0.3
-1.1 0.9 0.2
0.1 -0.2 -0.1
-0.2 0.3 0.6
-0.3 0.9 -0.7
-0.3 0.7 0.3
-0.1 0.4 0.1

Computed, not measured: a molecular structure, H8Na3O5 in a non-equilibrium geometry, with wB97M-V/def2-TZVPD.

Computed properties:
Total charge: +1
Energy, Eh: -867.21422
Gap between HOMO and LUMO, eV: 6.6
Relative energy (zero: lowest compared OMol25 entry of this formula, charge and spin), eV: 11.571
F_max, eV/A: 13.70

Each line ends with the Löwdin charge.
Cartesian coordinates (Å):
1 Na 1.35513 1.57877 0.10545  0.7308
2 Na -0.90439 2.10948 -0.40768  0.8480
3 Na 0.91094 0.14953 -2.14692  0.5791
4 O -0.07364 0.59591 -0.10954  -0.2889
5 H 0.22887 -0.20983 -0.57191  0.0626
6 O 1.04800 -1.38911 -1.73973  -0.4050
7 H 1.51186 -2.24629 -1.67182  0.0178
8 O -1.39217 -0.82492 -0.97577  -0.0195
9 H -1.18946 -1.67120 -0.57710  0.0802
10 H -0.75823 -0.22008 -0.59038  -0.2168
11 O -0.89105 -0.57313 1.42195  0.0021
12 H -0.09504 -0.49388 1.94761  0.0510
13 H -0.70424 -0.07406 0.62680  -0.1556
14 O 0.23540 1.46821 1.61224  -0.0393
15 H 0.56503 0.85067 2.26509  0.0946
16 H 0.15300 0.94992 0.81172  -0.3409

Force components x, y, z for each atom (eV/Å):
9.4 4.2 -1.0
-4.8 5.2 -0.5
-0.8 9.1 -5.3
3.8 -2.4 -13.0
3.7 -2.0 0.5
2.4 -9.4 3.2
-0.7 0.7 0.3
-3.0 -1.7 -2.4
-0.3 -0.5 -0.2
-5.8 -2.5 -2.3
-1.7 -3.6 3.7
-0.6 -1.0 0.3
-2.3 -1.9 3.2
1.5 5.8 8.8
-0.2 1.0 1.0
-0.4 -0.8 3.8